{
  "formula": "C4H7N3O",
  "method": "wB97M-V/def2-TZVPD",
  "molar_mass_g_mol": 113.1,
  "gap_ha": [0.29164, 0.29154],
  "max_force_ev_per_a": 1.48,
  "de_lowest_kj_mol": 459.1,
  "elements": ["C", "C", "N", "N", "C", "C", "N", "O", "H", "H", "H", "H", "H", "H", "H"],
  "positions_angstrom": [[0.473185, -0.443836, -0.042301], [0.615027, 0.689264, 0.841214], [1.359702, -1.506778, -0.105160], [1.805739, 0.778819, 1.387598], [-1.493721, 0.530462, -1.078731], [-2.218301, 1.019185, -0.079114], [-0.510798, -0.475421, -0.929882], [-0.595597, -1.432441, -1.775152], [1.022235, -2.201954, -0.768401], [1.680057, -1.884862, 0.771897], [1.997243, 1.541549, 2.020989], [2.596230, 0.157583, 1.187991], [-1.707436, 0.735321, -2.109358], [-2.022772, 0.763065, 0.944481], [-3.000791, 1.730044, -0.266069]],
  "forces_ev_per_angstrom": [[0.15, -0.37, -0.05], [0.05, 0.50, 0.14], [-0.19, 0.04, -0.42], [0.11, -0.35, -0.04], [-1.20, 0.61, 0.62], [0.40, -0.23, -0.40], [0.81, -0.33, 0.46], [0.09, -0.08, -0.05], [0.11, 0.03, 0.14], [-0.08, 0.04, 0.06], [-0.02, -0.11, -0.10], [-0.20, 0.14, 0.00], [0.08, 0.06, -0.31], [0.07, -0.10, 0.16], [-0.18, 0.15, -0.21]]
}


{
  "formula": "C2H2F3NO",
  "method": "wB97M-V/def2-TZVPD",
  "molar_mass_g_mol": 113.0,
  "smiles": "O=CC(F)(F)NF",
  "gap_ha": 0.40642,
  "max_force_ev_per_a": 4.09,
  "de_lowest_kj_mol": 405.8,
  "elements": ["O", "C", "C", "F", "F", "N", "F", "H", "H"],
  "positions_angstrom": [[0.935566, -1.082318, -0.349578], [0.310208, -0.118258, -0.788534], [-0.353633, 0.959263, 0.081065], [-1.800249, 0.819324, -0.247170], [-0.026780, 2.160398, -0.451939], [-0.008073, 0.665537, 1.334879], [0.011987, 1.719433, 2.378303], [0.312558, 0.098697, -1.898755], [-0.493623, -0.193329, 1.583286]],
  "forces_ev_per_angstrom": [[-1.85, 2.24, -0.86], [2.09, -2.39, -0.65], [-2.19, 0.96, -3.32], [1.85, 0.28, 0.67], [0.04, -0.67, 1.09], [1.36, 1.40, 3.24], [-1.03, -2.11, -2.26], [-0.38, -0.04, 0.92], [0.11, 0.33, 1.16]]
}


{
  "formula": "C16H16N3O3S3Ti",
  "method": "wB97M-V/def2-TZVPD",
  "molar_mass_g_mol": 442.4,
  "total_charge": 1,
  "gap_ha": 0.26450,
  "max_force_ev_per_a": 0.44,
  "de_lowest_kj_mol": 29.1,
  "elements": ["Ti", "C", "C", "C", "C", "C", "C", "C", "C", "C", "S", "C", "N", "H", "H", "H", "H", "H", "H", "H", "H", "O", "C", "N", "S", "C", "N", "C", "C", "S", "H", "H", "H", "H", "H", "C", "O", "C", "O", "H", "H", "H"],
  "positions_angstrom": [[0.346925, 0.012630, 0.116564], [0.732415, 3.038588, 0.551166], [-0.737695, 2.759450, 0.622423], [-1.690294, 3.786833, 0.751381], [-3.019087, 3.470360, 0.771992], [-3.432881, 2.124922, 0.661783], [-4.790116, 1.721637, 0.671805], [-5.099314, 0.397417, 0.556380], [-4.084460, -0.574704, 0.416813], [-2.759777, -0.221947, 0.408447], [-1.491014, -1.437907, 0.182076], [-2.434470, 1.147499, 0.540348], [-1.109683, 1.495432, 0.525407], [0.956011, 4.080084, 0.767836], [1.108200, 2.831876, -0.456012], [1.285571, 2.426999, 1.270284], [-1.350251, 4.809414, 0.829850], [-3.765824, 4.249055, 0.869549], [-5.565265, 2.470305, 0.769948], [-6.131025, 0.073398, 0.563104], [-4.361205, -1.615581, 0.308424], [0.923153, -0.467957, 4.311315], [0.942964, -0.391928, 3.147829], [0.990398, -0.329131, 1.943605], [2.894919, 0.068753, -0.484624], [3.407993, -1.515086, -0.172128], [2.826428, -2.397564, 0.615956], [3.595246, -3.610458, 0.914911], [4.561802, -3.783067, -0.253487], [4.866820, -2.106308, -0.885371], [2.081840, -2.074437, 1.226654], [2.925986, -4.462102, 1.010785], [4.124332, -3.464707, 1.858519], [4.128128, -4.387190, -1.047479], [5.498288, -4.229488, 0.069093], [0.595911, -0.741482, -4.141091], [0.692323, -1.347208, -2.811158], [0.454269, -0.579914, -1.813832], [0.147955, 0.630481, -1.857266], [0.845035, -1.542061, -4.826491], [1.308779, 0.075251, -4.206269], [-0.419319, -0.390139, -4.299042]],
  "forces_ev_per_angstrom": [[-0.19, -0.13, 0.14], [0.06, 0.01, -0.03], [-0.06, 0.14, -0.01], [0.08, -0.06, 0.03], [0.02, -0.01, -0.01], [-0.19, 0.04, 0.09], [0.04, 0.01, 0.01], [0.06, -0.05, -0.01], [-0.10, -0.04, 0.01], [-0.02, 0.00, 0.02], [-0.02, 0.21, -0.07], [0.30, -0.14, -0.05], [0.09, -0.12, -0.18], [-0.01, 0.00, 0.02], [-0.01, -0.01, -0.02], [0.00, -0.03, 0.01], [-0.02, 0.00, 0.01], [-0.01, -0.02, 0.00], [0.01, 0.00, 0.00], [0.00, 0.02, 0.00], [0.02, 0.00, 0.00], [0.01, 0.04, -0.15], [-0.02, -0.04, 0.08], [-0.07, -0.04, -0.22], [-0.11, -0.09, -0.04], [0.11, 0.22, -0.03], [-0.05, -0.02, -0.01], [-0.06, 0.10, -0.01], [-0.05, -0.10, 0.13], [0.01, 0.01, -0.02], [0.00, -0.01, 0.05], [-0.01, -0.01, 0.01], [0.03, -0.01, 0.00], [0.01, 0.03, -0.04], [0.01, 0.01, -0.04], [0.00, -0.12, 0.12], [-0.12, -0.02, -0.09], [0.18, 0.16, 0.36], [0.08, -0.04, -0.01], [0.00, 0.02, -0.03], [-0.01, 0.03, -0.03], [0.00, 0.03, -0.02]]
}